Below is C4H12N2O as an isolated structure at a distorted geometry, with properties calculated with ωB97M-V/def2-TZVPD.

```
19
Properties=species:S:1:pos:R:3:mulliken_charge:R:1
O 1.22977 -0.35885 1.66272 -0.566
N -1.55428 0.33707 0.00708 -0.402
N -0.97415 -1.85806 0.54901 -0.824
C 1.06692 0.41722 0.48697 -0.065
C -0.51001 -1.06499 -1.78348 -1.383
C -0.84705 -0.92190 -0.32974 0.810
C 1.33303 1.87239 0.87149 -1.334
H -1.94202 0.26843 0.94489 0.335
H -2.17688 0.73066 -0.69788 0.241
H 1.31822 2.50601 -0.02064 0.324
H -1.34692 -1.54173 -2.30876 0.358
H 2.31194 1.99589 1.35063 0.343
H 0.56089 2.23164 1.56250 0.305
H -0.30514 -0.10178 -2.25326 0.360
H 1.81902 0.11359 -0.25396 0.180
H 0.37491 -1.69273 -1.89106 0.384
H -0.50599 -2.70911 0.23840 0.249
H -0.35585 0.78808 0.16790 0.278
H 0.50361 -1.01186 1.69719 0.408
```

Summary:
Calculated total energy: -9366.9737 eV
Orbital gap: 8.0 eV

***

Below is an isolated molecule of C4H12N2O at a distorted geometry, with properties calculated with ωB97M-V/def2-TZVPD.

```
19
Properties=species:S:1:pos:R:3:mulliken_charge:R:1
O 2.90052 -0.23063 -0.52230 -0.515
N -2.44225 1.49179 -0.22674 -0.590
N 0.49603 -1.44381 -0.88386 -0.696
C -1.91635 0.00911 0.28120 -0.750
C 1.83964 0.06453 0.44199 -0.714
C 0.54820 -0.13283 -0.20173 0.407
C -0.60842 -0.21799 0.90414 -0.478
H -0.06760 -1.20552 -1.70801 0.255
H 1.79933 -0.86500 1.31875 0.159
H -0.32812 0.53253 1.80809 0.186
H 0.30457 0.71231 -0.90305 0.190
H 1.41369 -1.76693 -1.21744 0.275
H -2.11852 -0.60916 -0.66709 0.298
H -2.26763 1.50779 -1.25943 0.252
H 2.01906 1.03002 0.87486 0.410
H -0.39311 -1.24197 1.17665 0.444
H 3.53596 0.47188 -0.39677 0.321
H -1.99876 2.25532 0.26451 0.231
H -2.71624 -0.36144 0.91624 0.316
```

Summary:
Calculated total energy: -9368.2545 eV
Orbital gap: 10.0 eV

***

Below is a 2-piece molecular cluster, C4H12N2O overall at a distorted geometry, with properties calculated with ωB97M-V/def2-TZVPD.

```
19
Properties=species:S:1:pos:R:3:mulliken_charge:R:1
O 1.10776 -0.66270 2.39792 -0.802
N 0.74599 -0.63494 -0.33210 -0.166
N -0.29081 -0.07158 -2.45054 -0.422
C -1.07482 0.94152 0.19184 -0.114
C 0.76503 -0.75794 -1.86867 -0.415
C -0.71084 -0.52600 0.23927 -0.611
C -0.80476 1.78289 1.37927 -1.137
H 1.77226 -0.37056 -2.15663 0.390
H -0.72943 -1.01275 1.16039 0.537
H -0.46127 1.23559 -0.72107 0.189
H 0.66508 -1.85101 -2.18018 0.393
H 1.42498 -0.82600 0.46643 0.325
H -1.14096 1.31871 2.41287 0.252
H -1.14026 -1.21540 -0.66524 0.278
H 1.73732 -1.12794 2.94629 0.157
H -2.10941 1.28044 -0.17543 0.289
H -0.38094 -0.35450 -3.38672 0.217
H -1.02996 2.82765 1.33044 0.399
H 0.29659 1.70011 1.61373 0.240
```

Summary:
Calculated total energy: -9361.6659 eV
Orbital gap: 4.0 eV

***

Below is an isolated molecule of C4H12N2O at a distorted geometry, with properties calculated with ωB97M-V/def2-TZVPD.

```
19
Properties=species:S:1:pos:R:3:mulliken_charge:R:1
O -1.26294 1.43618 0.07218 -0.362
N 0.26440 -0.32750 0.54590 0.081
N 1.56679 -0.80534 -0.00168 -0.481
C -0.71597 -1.41685 0.50961 -1.020
C -2.36603 1.41396 -0.80840 -0.624
C 2.65118 -0.14907 0.73514 -0.791
C -0.07672 0.69991 -0.44081 -0.438
H -0.30037 0.29705 -1.43744 0.438
H -0.86088 -1.83130 -0.49555 0.374
H 0.68633 1.48058 -0.51207 0.202
H 2.65394 0.93081 0.55826 0.237
H -2.08547 1.77333 -1.80638 0.290
H -3.14500 2.07440 -0.41334 0.241
H -2.78314 0.40263 -0.88455 0.276
H -0.39440 -2.23494 1.16383 0.354
H -1.68662 -1.05883 0.86676 0.293
H 1.66668 -1.81395 0.13933 0.285
H 3.61426 -0.54287 0.39618 0.334
H 2.57395 -0.32817 1.81304 0.314
```

Summary:
Calculated total energy: -9368.0863 eV
Orbital gap: 9.5 eV

***

Below is an isolated molecule of C4H12N2O at a distorted geometry, with properties calculated with ωB97M-V/def2-TZVPD.

```
19
Properties=species:S:1:pos:R:3:mulliken_charge:R:1
O 1.58111 0.62886 -2.31840 -0.539
N -2.09087 -1.29560 0.45861 -0.594
N -0.29925 1.58665 -0.34790 -0.681
C 0.22189 0.21502 -0.40781 0.087
C -1.24132 -0.69134 1.46127 -0.558
C 1.65098 0.18229 -0.96445 -0.851
C 0.17587 -0.48625 0.92654 -0.756
H 0.32169 2.10107 0.27673 0.292
H 2.13321 -0.79230 -0.91858 0.357
H -0.33559 -0.31641 -1.17955 0.405
H 0.55644 -1.49007 0.71257 0.326
H 2.25785 0.89708 -0.39812 0.342
H 2.41195 1.02114 -2.60035 0.308
H -1.17170 -1.43104 2.26399 0.424
H -2.35929 -0.62006 -0.24961 0.219
H -2.95918 -1.61977 0.86592 0.241
H -0.06467 2.00291 -1.24820 0.332
H -1.60416 0.22632 1.94605 0.279
H 0.81503 -0.11849 1.72130 0.366
```

Summary:
Calculated total energy: -9369.9615 eV
Orbital gap: 10.1 eV

***

Below is a 2-piece molecular cluster, C4H12N2O overall at a distorted geometry, with properties calculated with ωB97M-V/def2-TZVPD.

```
19
Properties=species:S:1:pos:R:3:mulliken_charge:R:1
O 2.90245 1.17284 -1.46292 -0.633
N 1.10046 -0.32568 1.41485 -0.524
N -0.72094 -0.72872 -0.91859 -0.317
C -1.76743 -0.17401 -0.08108 -0.620
C -0.11328 0.39052 1.79434 -0.621
C -0.67502 -0.47352 -2.14004 -0.404
C -1.43074 -0.28954 1.40743 -0.618
H -1.33882 0.17196 -2.72859 0.275
H -1.99997 0.86460 -0.30408 0.421
H 0.90625 -0.94318 0.63517 0.280
H -0.11777 0.58261 2.87318 0.341
H -0.08250 1.42415 1.42548 0.262
H -1.32645 -1.32967 1.70362 0.316
H -2.70054 -0.72153 -0.27715 0.377
H -2.24372 0.20322 1.92106 0.333
H 1.42552 -0.90153 2.18092 0.246
H 2.12466 1.72274 -1.60144 0.300
H 3.11541 1.36247 -0.53789 0.313
H 0.13158 -0.92329 -2.72640 0.272
```

Summary:
Calculated total energy: -9369.3093 eV
Orbital gap: 10.0 eV

***

Below is a 2-piece molecular cluster, C4H12N2O overall at a distorted geometry, with properties calculated with ωB97M-V/def2-TZVPD.

```
19
Properties=species:S:1:pos:R:3:mulliken_charge:R:1
O -0.32024 1.85830 1.13012 -0.661
N 1.63724 -1.05790 -1.92334 -0.488
N -0.60924 -0.62327 0.21498 -0.236
C 0.77519 -1.13849 0.27919 -0.676
C 1.68409 -0.40172 -0.66547 -0.358
C -1.45095 1.80440 1.92668 -0.638
C -1.02430 -0.58975 -1.19685 -0.787
H 1.57337 0.70131 -0.60990 0.315
H 2.44078 -0.82630 -2.51501 0.224
H -1.91268 0.02890 -1.30844 0.316
H -0.51774 0.39925 0.47961 0.411
H -1.36547 2.55317 2.71926 0.269
H 2.70862 -0.47926 -0.20361 0.438
H -1.62984 0.79846 2.33862 0.245
H -1.22214 -1.62029 -1.48265 0.308
H 0.70117 -2.20755 0.02164 0.419
H 1.13889 -1.01981 1.30598 0.348
H -0.23681 -0.22102 -1.88086 0.342
H -2.36995 2.04155 1.37003 0.207
```

Summary:
Calculated total energy: -9362.6819 eV
Orbital gap: 3.9 eV

***

Below is an isolated molecule of C4H12N2O at a distorted geometry, with properties calculated with ωB97M-V/def2-TZVPD.

```
19
Properties=species:S:1:pos:R:3:mulliken_charge:R:1
O -3.22787 0.33893 -0.48250 -0.513
N 2.65740 1.14385 0.44472 -0.528
N 0.28957 -0.60467 -0.56546 -0.316
C 1.39233 -0.98751 0.31239 -0.697
C 1.90943 0.15950 1.22682 -0.448
C -0.88313 -0.00883 -0.00114 -0.600
C -2.03521 -0.27281 -0.95056 -0.540
H 2.17750 -1.24076 -0.39589 0.368
H -0.73209 1.02330 0.21688 0.341
H 2.40467 -0.32374 2.07213 0.327
H 3.64553 0.94463 0.45864 0.215
H -2.13831 -1.35845 -1.00867 0.266
H -1.14474 -0.44738 0.96816 0.366
H 1.03300 -1.80633 0.94301 0.297
H 0.97902 0.61988 1.56645 0.318
H -3.76892 0.53855 -1.24964 0.312
H 0.60035 -0.04825 -1.34841 0.278
H -1.77890 0.11252 -1.92187 0.333
H 2.47275 2.04550 0.86446 0.220
```

Summary:
Calculated total energy: -9369.4668 eV
Orbital gap: 9.4 eV